No. 1
# C20H57O12

A 10-piece molecular cluster, C20H57O12 overall (ωB97M-V/def2-TZVPD, OMol25).

Positions of all 89 atoms, in Å:
C 0.06755 0.06037 -0.32365
O -0.31345 -0.44463 -1.38265
O -0.34745 1.33037 -0.04165
O 1.00255 -0.34263 0.44435
H -1.02845 1.56137 -0.63065
C 3.42355 -2.44863 1.45535
O 3.36955 -0.98263 1.65735
H 4.21755 -2.55163 0.81035
H 2.36855 -2.80963 1.32335
H 3.73455 -2.99263 2.39435
H 2.67355 -0.76763 1.08135
C 1.87555 3.03337 1.22335
O 2.61355 2.09837 0.56635
H 1.25655 2.54737 2.10835
H 1.18055 3.80037 0.58335
H 2.42455 3.64637 2.01135
H 2.02355 1.46837 0.34935
C 0.96255 -3.99763 -1.85665
O 1.25655 -2.77363 -2.36965
H 1.34155 -4.32763 -0.86765
H 1.42155 -4.61063 -2.44765
H -0.23745 -4.19963 -1.91665
H 1.10355 -2.11463 -1.69465
C -1.84445 -1.81563 -4.00965
O -2.14145 -0.78063 -3.04765
H -2.38345 -1.74963 -4.87765
H -1.99745 -2.78163 -3.49065
H -0.92345 -1.66863 -4.22565
H -1.46845 -0.70063 -2.45265
C -3.07945 -2.38563 0.10435
C -2.07445 -2.59563 1.20735
C -2.27045 -3.83663 1.95335
O -0.79545 -2.67763 0.63435
H -3.10045 -1.59763 -0.56365
H -3.97845 -2.65563 0.46335
H -2.84645 -3.04463 -0.72765
H -2.02245 -1.63963 1.89535
H -1.62045 -4.02263 2.63335
H -2.37145 -4.64063 1.46535
H -3.23645 -3.79863 2.45735
H -0.51345 -1.79563 0.14035
C 4.25055 -0.15663 -1.46765
C 3.23055 -0.01763 -2.63065
C 3.34455 1.18037 -3.60365
O 3.24855 -1.16263 -3.44565
H 4.31555 0.71937 -0.97865
H 5.25455 -0.52363 -1.87965
H 4.15455 -0.86463 -0.69165
H 2.34755 -0.07563 -2.07765
H 4.28755 1.21937 -3.96765
H 3.36855 2.08137 -3.26365
H 2.66555 1.00637 -4.48565
H 2.76755 -1.85963 -2.98965
C -3.78245 1.44037 1.94635
C -2.71045 2.50437 2.58335
C -3.33245 3.82737 2.96935
O -2.26745 1.78337 3.70835
H -4.34145 1.97037 1.14435
H -4.52545 1.06237 2.49835
H -3.26445 0.68437 1.41135
H -1.74445 2.50137 1.82535
H -2.49545 4.37337 3.27735
H -4.26045 3.85237 3.39935
H -3.38245 4.24737 1.98335
H -1.53645 1.09237 3.52235
C 0.45955 0.49037 4.99435
C 0.62455 -0.37763 3.80035
C 0.29055 -1.86863 4.22335
O -0.28745 0.11637 2.93735
H 1.23055 0.61237 5.92135
H -0.50445 0.48537 5.56435
H 0.72355 1.45337 4.75035
H 1.63155 -0.14063 3.52835
H 0.50855 -2.61563 3.41835
H -0.78845 -1.91663 4.75135
H 0.97355 -2.54763 4.91935
H 0.04555 -0.03463 2.03135
C -0.81145 2.72337 -4.79665
C -0.53745 2.46937 -3.28365
C -0.34945 3.90537 -2.55065
O -1.83445 2.12737 -2.74365
H -1.55245 3.49337 -5.04765
H -0.91745 1.70637 -5.21265
H 0.07655 3.10337 -5.10365
H 0.24855 2.04437 -3.07765
H -0.92145 4.70837 -2.54265
H 0.55055 4.13037 -3.03065
H -0.12845 3.81737 -1.52265
H -2.04545 1.23337 -2.75165

Output
* total charge: -1
* HOMO energy: -6.44 eV
* orbital gap: 9.26 eV
* calculated total energy: -1698.76114 hartree
* relative energy (zero: lowest compared OMol25 entry of this formula, charge and spin): 311.21 kJ/mol

***

No. 2
# C20H58Ag2O11S9

C20H58Ag2O11S9 as an isolated structure (ωB97M-V/def2-TZVPD, OMol25).

Positions of all 100 atoms, in Å:
Ag 2.05079 -1.77452 7.26611
Ag 3.66718 -6.03975 3.94078
O -2.39207 -1.79855 1.91109
C -1.17019 -1.57125 1.18357
C 0.18249 -1.67288 2.09554
O 0.43815 -2.73110 3.00107
H -1.03789 -0.60955 0.68787
H -1.09142 -2.26404 0.34574
H 0.30290 -0.72003 2.61098
H 1.10744 -1.58806 1.52513
C -2.31595 6.44086 1.61391
S -1.89731 6.37185 3.44270
O -0.37481 6.70994 3.58425
C -2.09928 4.55763 3.70128
H -1.62788 5.89660 0.96704
H -2.29678 7.48943 1.31685
H -3.23715 5.90964 1.37451
H -1.40222 4.05721 3.02913
H -3.09773 4.23687 3.40412
H -1.87462 4.30570 4.73770
C 10.27240 -1.19408 2.58011
S 9.15664 0.01601 3.43801
O 8.90663 1.07960 2.40731
C 7.66800 -1.13297 3.37512
H 10.13022 -1.24934 1.50084
H 10.02305 -2.13004 3.08004
H 11.30134 -0.95157 2.84574
H 7.18599 -1.24323 2.40372
H 6.90389 -0.85898 4.10256
H 7.94361 -2.09156 3.81470
C 3.34263 6.32993 -0.73174
S 2.82984 4.65355 -1.36821
O 3.53586 4.45403 -2.69830
C 3.71432 3.66565 -0.05369
H 3.27558 6.50840 0.34146
H 2.57989 6.95307 -1.19866
H 4.32802 6.43724 -1.18515
H 3.73608 2.60560 -0.30649
H 3.14666 3.83620 0.86106
H 4.71877 3.98632 0.22265
C 0.21888 -7.53560 -0.67294
S -1.56790 -8.17258 -0.75698
O -2.32181 -7.76171 0.53613
C -2.09026 -6.97179 -1.99699
H 0.59377 -7.52918 -1.69642
H 0.89974 -8.01712 0.02896
H 0.28449 -6.53745 -0.23995
H -2.05015 -6.01089 -1.48397
H -3.11874 -7.18820 -2.28596
H -1.47258 -7.01965 -2.89381
C 4.49795 -1.01916 -4.13698
S 4.61171 -1.78454 -5.78219
O 3.16136 -2.20018 -6.11092
C 4.90944 -0.22387 -6.62845
H 4.10635 -1.73039 -3.40972
H 3.86535 -0.13244 -4.09639
H 5.45496 -0.79499 -3.66583
H 5.93084 0.05135 -6.36560
H 4.28362 0.59029 -6.26297
H 4.80089 -0.40534 -7.69775
C -7.33705 1.64794 -1.53189
S -8.95665 1.74351 -2.28925
O -9.39114 3.19116 -2.28843
C -8.67979 1.13327 -3.98508
H -7.02506 0.60382 -1.50834
H -7.36669 2.01980 -0.50771
H -6.60618 2.24774 -2.07426
H -7.90655 1.76380 -4.42398
H -9.64764 1.31997 -4.45038
H -8.39199 0.08500 -3.90506
C -1.02412 0.37783 -4.98286
S -2.76165 0.09296 -5.40969
O -3.03560 0.90751 -6.65920
C -2.61935 -1.71527 -5.90880
H -0.75341 -0.41771 -4.28866
H -0.92997 1.35133 -4.50167
H -0.33994 0.34648 -5.83080
H -3.13074 -1.84509 -6.86260
H -2.87896 -2.44115 -5.13823
H -1.58048 -1.97795 -6.10843
C -7.84380 -4.28399 -0.86432
S -8.09722 -5.97016 -0.08172
O -7.48201 -5.63014 1.28723
C -9.88494 -5.71832 0.13105
H -8.41394 -3.53218 -0.31859
H -8.19425 -4.29262 -1.89641
H -6.79630 -3.99049 -0.93296
H -10.22229 -5.36665 -0.84395
H -10.17004 -4.90599 0.79960
H -10.38831 -6.63682 0.43282
C 4.82541 5.01327 6.19799
S 3.62944 4.17271 7.39144
O 3.52780 2.69180 7.01129
C 4.63463 4.44439 8.93759
H 5.50461 5.64780 6.76734
H 4.27915 5.60245 5.46141
H 5.49014 4.28032 5.74080
H 4.42089 5.43504 9.33885
H 5.69802 4.28280 8.76094
H 4.31498 3.83542 9.78321

Output
* HOMO energy: -5.76 eV
* orbital gap: 2.55 eV
* calculated total energy: -5501.20626 hartree
* relative energy (zero: lowest compared OMol25 entry of this formula, charge and spin): 0.00 kJ/mol

***

No. 3
# C20H58BaO18

C20H58BaO18 as an isolated structure (ωB97M-V/def2-TZVPD, OMol25).

Positions of all 97 atoms, in Å:
Ba 28.12658 -15.97376 22.71001
C 27.35532 -20.75668 24.26516
C 26.22734 -21.31287 24.79959
C 24.95643 -20.52626 24.99333
O 23.83196 -21.03217 25.41778
C 24.85915 -19.22256 24.70656
C 26.02366 -18.51121 24.16550
C 27.39438 -19.31779 23.89545
O 28.34920 -18.68465 23.38910
O 26.07762 -17.32827 23.89160
O 26.37569 -22.53103 25.23937
H 28.25380 -21.35092 24.18767
H 23.94599 -18.70278 24.95628
C 23.32436 -18.34273 28.26318
O 22.62548 -18.96045 27.19605
H 23.76153 -19.09971 28.91431
H 24.14825 -17.74582 27.87201
H 22.70398 -17.71837 28.90614
H 23.19047 -19.65507 26.84979
C 26.19844 -22.56671 28.84554
O 24.80260 -22.60136 28.55896
H 26.46040 -21.53347 29.07337
H 26.32697 -23.02610 29.82561
H 26.88221 -22.96674 28.09686
H 24.31560 -22.39850 29.36100
C 31.08946 -20.64967 24.44118
O 30.64759 -20.10533 23.20499
H 30.62118 -21.60373 24.68324
H 32.17879 -20.67580 24.46883
H 30.89814 -19.94099 25.24695
H 29.73281 -19.82151 23.27000
C 32.13578 -17.35283 23.57235
O 30.86788 -17.32368 22.98332
H 32.42936 -16.46274 24.12879
H 32.42223 -18.21184 24.17909
H 32.84361 -17.46924 22.75167
H 30.65304 -18.24443 22.81701
C 23.08288 -16.06430 24.90823
O 24.37947 -15.49919 24.79554
H 22.93782 -16.79498 25.70395
H 22.32802 -15.27968 24.85679
H 22.80489 -16.63071 24.01941
H 24.93109 -16.25814 24.59234
C 29.16384 -23.75260 21.79063
O 28.61606 -23.80352 20.48574
H 29.17536 -24.62837 22.43947
H 30.21034 -23.51438 21.60041
H 28.71731 -22.97139 22.40578
H 28.82122 -22.93340 20.13588
C 26.95527 -19.28940 27.86240
O 27.49523 -18.72921 29.02806
H 25.94646 -19.68408 27.98342
H 27.06859 -18.67171 26.97148
H 27.51212 -20.20063 27.64403
H 26.90639 -18.02416 29.30691
C 25.55550 -22.14931 21.40670
O 24.78864 -21.41901 20.50834
H 25.75804 -23.13968 20.99899
H 26.54471 -21.74390 21.61934
H 25.11987 -22.18082 22.40537
H 24.06391 -21.99254 20.24870
C 29.80675 -17.13347 26.81082
O 29.25597 -16.89132 25.46212
H 30.21209 -16.26405 27.32841
H 28.93093 -17.41527 27.39531
H 30.48940 -17.98299 26.83091
H 29.13086 -17.76983 25.09580
C 23.09256 -18.52216 21.12245
O 24.34338 -18.74680 20.48056
H 23.02563 -18.80836 22.17208
H 22.89952 -17.45520 21.01090
H 22.30713 -19.02805 20.56095
H 24.50174 -19.69355 20.49416
C 29.81031 -23.56563 26.25973
O 29.05314 -23.96576 25.14091
H 29.45325 -22.61475 26.65527
H 29.84011 -24.25761 27.10138
H 30.86777 -23.55296 25.99567
H 28.14418 -23.68749 25.27496
C 28.06652 -19.03585 20.40456
O 28.74041 -17.73967 20.57351
H 27.87954 -19.25761 19.35386
H 28.68138 -19.88752 20.69564
H 27.07235 -19.08510 20.84872
H 29.48845 -17.68948 19.97393
C 20.14883 -19.97168 25.28764
O 20.87748 -18.73286 25.11439
H 20.07291 -20.18614 26.35363
H 19.17303 -19.78894 24.83761
H 20.72011 -20.78267 24.83593
H 21.70151 -18.79918 25.60242
C 24.69034 -15.11984 21.30798
O 25.80439 -15.96793 21.33887
H 24.03512 -15.40752 20.48577
H 24.09605 -15.17134 22.22026
H 24.98533 -14.07082 21.28271
H 25.50388 -16.87968 21.33767

Output
* total charge: +1
* HOMO energy (alpha / beta): -11.56 / -11.54 eV
* orbital gap (alpha / beta): 7.18 / 5.44 eV
* calculated total energy: -2176.19084 hartree
* multiplicity: 2
* ⟨S²⟩: 0.85
* relative energy (zero: lowest compared OMol25 entry of this formula, charge and spin): 0.00 kJ/mol

***

Question: Which formula does entry 2 have?
Answer: C20H58Ag2O11S9